one.
C2H4ClOP | ωB97M-V/def2-TZVPD

Last column: Mulliken charge in e.
Positions of all 9 atoms, in Å:
C: 0.790 -0.388 -0.061  -0.795
C: -2.224 0.925 -0.187  -0.297
O: 0.204 2.193 -0.113  -0.553
P: -0.514 0.968 0.238  0.571
Cl: -3.254 -0.483 -0.004  -0.147
H: 0.367 -1.191 0.466  0.343
H: 0.647 -0.277 -1.170  0.272
H: 1.781 -0.115 0.313  0.292
H: -2.522 1.917 0.090  0.313

## Properties
Lowest unoccupied orbital energy = -0.030 Ha
HOMO-LUMO gap = 7.95 eV
Highest occupied orbital energy = -0.3221 Ha



two.
C2H4ClOP | ωB97M-V/def2-TZVPD

Last column: Mulliken charge in e.
Positions of all 9 atoms, in Å:
C: -0.145 -1.578 -0.547  -0.226
C: -0.890 0.571 0.209  -0.716
O: 0.088 -0.387 -0.224  -0.098
P: 2.311 1.195 -0.312  0.135
Cl: 3.209 -0.405 0.395  -0.127
H: -1.228 -1.850 -0.481  0.104
H: -0.602 0.904 1.208  0.276
H: -1.891 0.131 0.225  0.399
H: -0.853 1.420 -0.473  0.253

## Properties
Lowest unoccupied orbital energy (spin up / spin down) = -0.034 / -0.034 Ha
HOMO-LUMO gap (spin up / spin down) = 6.88 / 6.93 eV
Highest occupied orbital energy (spin up / spin down) = -0.2867 / -0.2882 Ha



Most stable structure, least stable structure: one, two.



one.
C6H10N | ωB97M-V/def2-TZVPD

Last column: Mulliken charge in e.
Positions of all 17 atoms, in Å:
C: 0.925 0.289 0.155  0.299
C: -0.408 -0.511 0.225  -0.493
C: 3.024 -0.841 -0.388  -0.180
C: -1.687 0.349 0.026  -0.228
C: 0.660 1.754 0.274  -1.166
C: -2.818 -0.472 -0.084  -0.915
N: 1.979 -0.302 -0.039  0.101
H: -0.428 -1.327 -0.405  0.586
H: -0.344 -0.981 1.185  0.411
H: 3.530 -1.503 0.284  0.298
H: 3.388 -0.816 -1.498  0.264
H: -0.220 2.084 -0.337  0.360
H: 1.513 2.400 0.181  0.386
H: 0.274 1.940 1.296  0.391
H: -2.878 -0.323 -1.176  0.286
H: -3.832 -0.167 0.339  0.306
H: -2.677 -1.576 -0.039  0.296

## Properties
Lowest unoccupied orbital energy (spin up / spin down) = -0.174 / -0.179 Ha
Charge = +1
HOMO-LUMO gap (spin up / spin down) = 6.67 / 10.94 eV
2S+1 = 3
<S²> = 2.006
Highest occupied orbital energy (spin up / spin down) = -0.4186 / -0.5810 Ha



two.
C6H10N | ωB97M-V/def2-TZVPD

Last column: Mulliken charge in e.
Positions of all 17 atoms, in Å:
C: 2.283 -0.502 0.050  -0.221
C: 1.108 -1.419 -0.149  -0.279
C: 0.468 0.694 0.659  0.059
C: -0.002 -0.627 0.307  0.268
C: -0.045 1.909 -0.489  -1.163
C: -1.427 -0.869 0.145  -1.372
N: 1.910 0.635 0.541  -0.013
H: 3.319 -0.845 -0.168  0.393
H: 1.111 -1.936 -1.151  0.389
H: 1.153 -2.315 0.557  0.309
H: 0.207 1.372 1.510  0.405
H: -0.489 2.814 -0.037  0.366
H: -0.861 1.544 -1.144  0.296
H: 0.761 2.319 -0.921  0.468
H: -1.857 0.114 0.366  0.358
H: -1.958 -1.518 0.824  0.366
H: -1.695 -1.235 -0.817  0.368

## Properties
Lowest unoccupied orbital energy (spin up / spin down) = -0.177 / -0.331 Ha
Charge = +1
HOMO-LUMO gap (spin up / spin down) = 7.29 / 6.77 eV
2S+1 = 3
<S²> = 2.017
Highest occupied orbital energy (spin up / spin down) = -0.4444 / -0.5802 Ha



three.
C6H10N | ωB97M-V/def2-TZVPD

Last column: Mulliken charge in e.
Positions of all 17 atoms, in Å:
C: 0.894 0.425 -1.610  -0.914
C: 0.259 -0.060 -0.609  0.286
C: -2.279 -0.549 -0.944  -0.162
C: 1.635 0.230 -0.220  0.359
C: 1.990 1.427 0.612  -1.127
C: -1.353 -1.190 1.195  -0.817
N: -1.337 -0.671 -0.125  0.102
H: 0.979 0.752 -2.617  0.416
H: -3.281 -0.875 -0.685  0.258
H: -2.113 -0.121 -1.922  0.235
H: 2.342 -0.592 -0.152  0.362
H: 1.160 2.128 0.677  0.334
H: 2.836 1.943 0.159  0.352
H: 2.286 1.123 1.612  0.357
H: -0.639 -2.013 1.268  0.302
H: -2.349 -1.538 1.468  0.352
H: -1.030 -0.417 1.895  0.307

## Properties
Lowest unoccupied orbital energy (spin up / spin down) = -0.144 / -0.280 Ha
Charge = +1
HOMO-LUMO gap (spin up / spin down) = 6.30 / 7.67 eV
2S+1 = 3
<S²> = 2.018
Highest occupied orbital energy (spin up / spin down) = -0.3753 / -0.5621 Ha



Most stable structure, least stable structure: two, three.



one.
C3H6N2S2 | ωB97M-V/def2-TZVPD

Last column: Mulliken charge in e.
Positions of all 13 atoms, in Å:
C: -0.649 1.052 0.011  -0.004
C: -0.017 -0.042 0.899  -1.058
C: 1.297 -0.593 0.293  0.445
H: -2.199 -0.518 -2.273  0.260
H: -1.014 -1.122 -1.226  0.135
H: -0.437 2.101 0.193  0.397
H: 0.202 0.266 1.926  0.429
H: -0.658 -0.895 1.022  0.400
H: 2.517 1.062 1.535  0.136
N: -1.750 -0.430 -1.333  -0.342
N: -1.451 0.873 -0.967  -0.348
S: 2.845 0.190 0.555  -0.152
S: 1.313 -1.944 -0.634  -0.298

## Properties
Lowest unoccupied orbital energy = -0.018 Ha
HOMO-LUMO gap = 8.31 eV
SMILES string = N/N=C\CC(=S)S
Highest occupied orbital energy = -0.3236 Ha



two.
C3H6N2S2 | ωB97M-V/def2-TZVPD

Last column: Mulliken charge in e.
Positions of all 13 atoms, in Å:
C: 0.132 0.819 -2.706  0.479
C: 1.924 -0.253 0.156  -0.542
C: -1.924 -0.650 -0.295  -0.785
N: 0.182 1.734 -3.380  -0.429
N: 0.309 -0.336 -2.017  -0.246
S: 1.875 -0.822 -1.559  0.012
S: -1.103 -1.297 -1.874  0.030
H: 2.518 0.631 0.278  0.278
H: 2.283 -0.932 0.874  0.368
H: 0.887 -0.088 0.412  -0.001
H: -1.296 0.093 0.106  0.244
H: -2.079 -1.507 0.305  0.294
H: -2.934 -0.263 -0.604  0.298

## Properties
Lowest unoccupied orbital energy = 0.018 Ha
HOMO-LUMO gap = 9.78 eV
SMILES string = CSN(C#N)SC
Highest occupied orbital energy = -0.3420 Ha



Most stable structure, least stable structure: one, two.



one.
C3H6N2S2 | ωB97M-V/def2-TZVPD

Last column: Mulliken charge in e.
Positions of all 13 atoms, in Å:
C: -0.499 0.774 0.294  0.269
C: 0.397 0.573 -0.932  -0.551
C: 1.397 -2.704 -1.544  -0.349
H: 1.104 -0.492 1.462  0.149
H: 0.999 1.509 -1.017  0.319
H: -0.235 0.576 -1.861  0.305
H: 2.214 -0.496 -1.354  0.264
H: 2.429 -2.473 -1.840  0.219
H: 1.038 -3.744 -1.650  0.251
N: 1.281 -0.592 -0.896  -0.087
N: 0.681 -1.806 -1.043  -0.362
S: 0.035 0.237 1.876  -0.166
S: -1.851 1.641 0.181  -0.263

## Properties
Lowest unoccupied orbital energy = -0.003 Ha
HOMO-LUMO gap = 8.60 eV
SMILES string = C=NNCC(=S)S
Highest occupied orbital energy = -0.3194 Ha



two.
C3H6N2S2 | ωB97M-V/def2-TZVPD

Last column: Mulliken charge in e.
Positions of all 13 atoms, in Å:
C: 0.098 -1.137 0.841  0.020
C: -0.504 1.017 -0.191  0.089
C: 0.475 1.775 0.332  -0.910
H: 1.493 -0.693 -1.559  0.135
H: -0.491 -1.595 1.737  0.303
H: -2.118 -1.516 -1.417  0.137
H: -1.206 1.585 -0.760  0.377
H: 0.517 2.766 0.054  0.269
H: 1.175 1.357 0.983  0.305
N: 1.316 -1.416 0.705  -0.363
N: -0.746 -0.355 0.026  -0.090
S: 2.324 -0.838 -0.516  -0.115
S: -2.333 -0.950 -0.235  -0.159

## Properties
Lowest unoccupied orbital energy = 0.019 Ha
HOMO-LUMO gap = 9.37 eV
SMILES string = C=CN(S)/C=N\S
Highest occupied orbital energy = -0.3249 Ha



three.
C3H6N2S2 | ωB97M-V/def2-TZVPD

Last column: Mulliken charge in e.
Positions of all 13 atoms, in Å:
C: -1.058 -0.048 -0.562  0.097
C: -2.418 -0.197 -0.966  -0.476
C: 1.584 0.217 1.014  -0.901
N: -2.161 -2.686 -0.458  -0.556
N: -0.393 -1.098 -0.246  -0.311
S: -3.188 -1.581 -0.719  0.195
S: 1.004 -1.422 0.382  0.031
H: -0.778 0.965 -0.257  0.329
H: -2.970 0.618 -1.312  0.389
H: 1.853 0.892 0.195  0.301
H: 2.539 -0.060 1.555  0.314
H: 0.854 0.665 1.802  0.273
H: -1.432 -2.897 -1.045  0.314

## Properties
Lowest unoccupied orbital energy (spin up / spin down) = -0.011 / -0.011 Ha
HOMO-LUMO gap (spin up / spin down) = 7.49 / 7.49 eV
Highest occupied orbital energy (spin up / spin down) = -0.2865 / -0.2864 Ha



Most stable structure, least stable structure: one, three.



one.
NO5S | ωB97M-V/def2-TZVPD

Last column: Mulliken charge in e.
Positions of all 7 atoms, in Å:
N: 1.787 -0.011 -0.030  0.938
O: -3.275 -1.049 -0.400  -0.399
O: 1.804 1.008 -0.766  -0.666
O: 0.704 -0.493 0.255  -0.611
O: -3.030 1.072 0.649  -0.428
O: 2.871 -0.509 0.373  -0.647
S: -2.389 0.041 -0.176  0.812

## Properties
Lowest unoccupied orbital energy = 0.075 Ha
Charge = -1
HOMO-LUMO gap = 6.40 eV
Highest occupied orbital energy = -0.1607 Ha



two.
NO5S | ωB97M-V/def2-TZVPD

Last column: Mulliken charge in e.
Positions of all 7 atoms, in Å:
N: 2.083 -0.902 1.123  0.470
O: -0.902 -0.154 -2.118  -0.466
O: 1.251 -0.532 0.294  -0.556
O: 1.922 -0.924 2.321  -0.534
O: -2.230 0.075 0.027  -0.417
O: -0.959 1.938 -0.828  -0.464
S: -1.165 0.498 -0.818  0.966

## Properties
Lowest unoccupied orbital energy (spin up / spin down) = 0.064 / 0.091 Ha
Charge = -1
HOMO-LUMO gap (spin up / spin down) = 5.11 / 6.92 eV
Highest occupied orbital energy (spin up / spin down) = -0.1241 / -0.1637 Ha



Most stable structure, least stable structure: one, two.



one.
C4H13N3 | ωB97M-V/def2-TZVPD

Last column: Mulliken charge in e.
Positions of all 20 atoms, in Å:
C: 0.553 1.411 0.514  -0.797
N: 0.699 0.142 -0.211  -0.222
C: -0.199 0.070 -1.353  -0.674
C: -0.191 -1.242 -2.095  -0.481
N: -0.171 -2.361 -1.182  -0.470
C: 0.200 1.213 1.984  -0.464
N: -0.848 0.220 2.160  -0.487
H: 1.346 2.130 0.308  0.406
H: -0.306 1.955 0.131  0.278
H: 1.676 0.074 -0.472  0.213
H: -1.200 0.165 -0.914  0.354
H: -0.081 0.932 -2.017  0.383
H: 0.709 -1.256 -2.735  0.267
H: -1.034 -1.333 -2.787  0.273
H: 0.238 -3.240 -1.427  0.162
H: -0.078 -2.101 -0.215  0.210
H: 1.025 1.070 2.663  0.323
H: -0.217 2.158 2.350  0.341
H: -1.614 0.606 2.687  0.207
H: -0.507 -0.613 2.615  0.180

## Properties
Lowest unoccupied orbital energy = 0.041 Ha
HOMO-LUMO gap = 9.42 eV
SMILES string = NCCNCCN
Highest occupied orbital energy = -0.3048 Ha



two.
C4H13N3 | ωB97M-V/def2-TZVPD

Last column: Mulliken charge in e.
Positions of all 20 atoms, in Å:
C: 0.640 0.739 1.429  -0.615
N: -0.457 0.466 0.549  -0.306
C: -0.609 -0.967 0.004  -0.728
C: -1.323 -0.779 -1.371  -0.377
N: -2.696 -0.394 -1.166  -0.579
C: 2.029 0.282 0.819  -0.571
N: 2.532 1.214 -0.291  -0.666
H: 0.460 0.069 2.370  0.336
H: 0.745 1.879 1.697  0.291
H: -1.373 0.514 1.004  0.250
H: -1.313 -1.425 0.649  0.445
H: 0.381 -1.432 -0.174  0.319
H: -0.699 -0.204 -2.175  0.263
H: -1.584 -1.826 -1.858  0.224
H: -2.919 -0.057 -0.266  0.223
H: -2.837 0.362 -1.804  0.237
H: 1.920 -0.788 0.646  0.272
H: 2.791 0.170 1.594  0.384
H: 1.580 1.636 -0.549  0.329
H: 2.734 0.541 -1.106  0.269

## Properties
Lowest unoccupied orbital energy = 0.037 Ha
HOMO-LUMO gap = 9.94 eV
SMILES string = NCCNCCN
Highest occupied orbital energy = -0.3285 Ha



Most stable structure, least stable structure: one, two.